Entry from OMol25: C6H16Br2LiO2 as an isolated structure (the ωB97M-V functional and the def2-TZVPD basis).

```
27
Properties=species:S:1:pos:R:3
Li 8.93144 -7.94689 -3.33712
Br 9.05509 -10.38037 -2.48827
Br 10.49046 -7.15981 -5.07195
C 7.21457 -7.80412 -6.71080
C 6.75990 -7.24952 -5.38468
C 5.24749 -7.03163 -5.35540
O 7.16585 -8.13776 -4.32414
H 8.28254 -8.02455 -6.68505
H 7.04610 -7.07950 -7.51178
H 6.66722 -8.72113 -6.95308
H 7.28688 -6.31894 -5.17691
H 4.98733 -6.19491 -6.00918
H 4.90209 -6.79231 -4.34956
H 4.73851 -7.93040 -5.70659
H 6.90341 -9.03839 -4.54209
C 8.78974 -5.31237 0.12798
C 8.81618 -5.55105 -1.36520
C 9.49301 -4.41201 -2.11990
O 9.46219 -6.78461 -1.67058
H 8.18475 -4.42406 0.33370
H 9.79634 -5.15719 0.51564
H 8.30139 -6.15436 0.61768
H 7.78887 -5.64340 -1.72389
H 9.00970 -3.44647 -1.96048
H 9.51600 -4.62509 -3.19244
H 10.55025 -4.33814 -1.83848
H 10.34649 -6.76593 -1.29173
```

Strongest force on any atom in eV/A: 0.658
Molar mass in u: 286.9
Gap between HOMO and LUMO in eV: 7.14
E_HOMO in eV: -4.36
Charge: -1
Lowest unoccupied orbital energy in eV: 2.784